The following is a DFT calculation (ωB97M-V with the def2-TZVPD basis set) of a 2-piece molecular cluster, C3H7O2S overall.

Output
HOMO level ... -3.029 eV
Frontier orbital gap ... 7.06 eV
ΔE to the lowest compared entry with this formula, charge and spin ... 39.5 kcal/mol

Geometry as ORCA input:
```
! RIJCOSX wB97M-V def2-TZVPD def2/J DEFGRID3
* xyz -1 1
O 1.182 -1.105 1.810
C 0.177 -0.361 1.540
C 0.156 1.074 1.240
C 0.136 1.280 -0.383
S -1.385 0.484 -1.078
H -0.796 -0.910 1.393
H 0.996 1.696 1.707
H -0.889 1.379 1.574
H 1.014 0.694 -0.757
H 0.288 2.312 -0.750
H 0.347 -2.397 -2.566
H -0.642 -1.746 -1.446
O -0.584 -2.400 -2.284
*
```